Entry 1:
Density functional theory data (ωB97M-V/def2-TZVPD) for C3H8FN in the gas phase.

XYZ file:
```
13
Properties=species:S:1:pos:R:3
C 0.17 0.81 1.61
N 0.37 0.66 0.27
C -0.25 -0.48 -0.19
C -0.34 -0.55 -1.66
F 0.89 -0.68 -2.35
H 1.05 1.29 2.01
H -0.76 1.05 2.25
H 0.40 -0.21 1.92
H 1.16 0.67 -0.19
H 0.31 -1.38 -0.01
H -1.24 -0.64 0.21
H -0.46 0.73 -1.87
H -1.30 -1.27 -2.00
```

## Properties
SMILES: CNCCF
Energy above the lowest of the compared OMol25 structures with the same formula, charge and spin: 3.219 eV

Entry 2:
Density functional theory data (ωB97M-V/def2-TZVPD) for a molecular structure, C46H51N8O4PS3Tl.

XYZ file:
```
114
Properties=species:S:1:pos:R:3
Tl 12.93 13.76 15.32
O 14.95 10.37 6.64
N 14.55 11.44 7.13
O 14.78 12.50 6.52
C 13.79 11.41 8.38
C 13.87 10.23 9.08
C 13.34 10.19 10.38
C 13.28 8.96 11.08
C 12.77 8.98 12.31
C 12.33 10.14 12.94
N 12.28 11.29 12.28
C 12.77 11.35 10.98
C 12.62 12.60 10.18
N 12.11 13.67 10.80
C 11.99 14.70 10.00
C 12.23 14.75 8.68
C 12.92 13.82 8.06
C 13.10 12.55 8.79
H 14.35 9.36 8.69
H 13.63 8.07 10.54
H 12.75 8.06 12.80
H 11.93 10.14 13.93
H 11.44 15.64 11.80
H 12.06 15.71 8.22
H 13.00 13.90 7.04
C 10.42 18.95 14.19
C 11.14 19.95 15.10
C 11.40 21.21 14.63
C 12.04 22.17 15.43
C 12.57 21.77 16.63
C 12.43 20.46 17.05
C 11.72 19.53 16.34
N 11.61 18.21 16.90
C 12.25 17.13 16.28
N 13.47 17.37 15.79
C 14.08 16.87 14.59
C 14.01 15.53 14.18
C 14.67 15.13 13.02
C 15.47 16.01 12.31
C 15.43 17.35 12.65
C 14.74 17.81 13.79
C 15.03 19.23 14.21
N 11.65 16.02 16.14
C 10.22 15.88 16.32
C 9.42 15.86 15.22
C 8.05 15.70 15.34
C 7.45 15.62 16.58
C 8.30 15.62 17.69
C 9.67 15.76 17.61
C 10.55 15.70 18.80
H 9.82 19.47 13.40
H 9.73 18.30 14.71
H 11.17 18.31 13.74
H 11.02 21.47 13.64
H 12.28 23.19 15.08
H 13.01 22.54 17.21
H 12.87 20.16 17.98
H 10.63 17.96 17.12
H 13.94 18.16 16.19
H 14.63 14.11 12.68
H 16.02 15.67 11.43
H 15.96 18.04 12.03
H 15.51 19.77 13.39
H 15.67 19.15 15.12
H 14.11 19.77 14.55
H 9.83 15.92 14.23
H 7.46 15.64 14.41
H 6.42 15.29 16.66
H 7.89 15.50 18.67
H 10.07 15.02 19.52
H 10.62 16.64 19.31
H 11.58 15.25 18.52
C 14.43 13.03 18.29
H 15.46 13.34 18.33
H 13.81 13.22 19.17
C 8.06 8.66 15.56
C 8.53 8.37 16.95
C 10.06 8.54 17.04
O 7.94 9.22 17.93
P 7.29 10.72 17.68
S 5.60 10.51 16.74
S 8.70 11.92 16.98
O 6.94 11.14 19.21
C 7.56 11.08 20.45
C 7.21 9.77 21.18
C 9.02 11.40 20.43
H 8.55 8.03 14.78
H 8.35 9.69 15.29
H 6.98 8.57 15.45
H 8.26 7.34 17.23
H 10.25 9.55 16.62
H 10.59 7.79 16.42
H 10.32 8.60 18.10
H 7.09 11.89 21.03
H 7.83 8.94 20.79
H 6.17 9.52 21.16
H 7.50 9.91 22.23
H 9.67 10.61 20.01
H 9.34 11.60 21.47
H 9.23 12.36 19.88
C 11.95 11.55 18.60
C 13.10 11.06 17.85
N 14.24 11.75 17.77
C 15.16 11.08 16.97
C 14.62 9.85 16.68
N 13.32 9.86 17.16
H 11.85 12.59 18.41
H 11.99 11.47 19.73
H 11.02 11.05 18.19
H 16.12 11.48 16.72
H 14.95 9.15 15.95
H 12.71 9.03 17.15
S 11.15 17.42 10.17
C 11.43 15.90 10.77
```

## Properties
Spin multiplicity: 2
Energy above the lowest of the compared OMol25 structures with the same formula, charge and spin: 3.267 eV
Charge: -2

Entry 3:
Density functional theory data (ωB97M-V/def2-TZVPD) for 2 unconnected molecules or ions with the total composition C19H38F3N4O8S.

XYZ file:
```
73
Properties=species:S:1:pos:R:3
C 3.18 -1.60 2.48
O 2.46 -2.58 1.77
C 3.08 -3.02 0.57
C 2.33 -2.57 -0.70
C 1.21 -1.57 -0.42
C 0.56 -1.05 -1.71
O -0.82 -1.36 -1.81
C -1.64 -0.97 -0.72
C -3.06 -0.83 -1.24
C -3.75 -2.16 -1.57
C -3.73 -3.16 -0.42
C -4.86 -4.17 -0.58
N -4.85 -5.30 0.39
C -3.90 -5.25 1.45
N -2.84 -5.94 1.37
N -4.24 -4.45 2.56
C 0.84 0.45 -2.05
C 0.72 1.46 -0.89
C -0.41 2.50 -0.98
C -0.47 3.34 0.30
C -0.98 2.54 1.50
C 0.85 4.03 0.62
O 2.08 0.55 -2.72
C 3.27 0.55 -1.95
O -0.15 0.85 -3.01
N 0.02 0.25 -4.26
O -0.90 0.50 -4.94
H 3.19 -0.64 1.96
H 2.70 -1.47 3.44
H 4.22 -1.91 2.65
H 3.13 -4.11 0.61
H 4.12 -2.66 0.54
H 3.05 -2.13 -1.40
H 1.89 -3.44 -1.18
H 1.61 -0.75 0.19
H 0.47 -2.07 0.20
H 1.01 -1.59 -2.54
H -1.60 -1.73 0.07
H -1.32 -0.03 -0.28
H -3.65 -0.28 -0.51
H -3.02 -0.22 -2.14
H -4.79 -1.94 -1.83
H -3.30 -2.60 -2.47
H -3.84 -2.61 0.52
H -2.77 -3.69 -0.40
H -4.78 -4.60 -1.58
H -5.81 -3.64 -0.53
H -5.77 -5.40 0.80
H -2.28 -5.82 2.21
H -3.50 -3.80 2.81
H -5.09 -3.92 2.41
H 0.61 0.93 0.05
H 1.65 2.02 -0.83
H -1.38 2.01 -1.12
H -0.23 3.15 -1.83
H -1.21 4.13 0.11
H -0.15 2.02 2.00
H -1.43 3.18 2.25
H -1.69 1.77 1.21
H 1.59 3.33 1.01
H 0.72 4.78 1.40
H 1.25 4.55 -0.25
H 3.09 0.35 -0.89
H 3.94 -0.21 -2.34
H 3.75 1.53 -2.03
C 4.18 7.81 1.50
F 5.39 7.74 0.91
F 4.26 8.77 2.43
F 3.31 8.23 0.56
S 3.69 6.18 2.23
O 4.74 5.93 3.18
O 3.68 5.31 1.07
O 2.38 6.48 2.79
```

## Properties
Charge: -1
Energy: -2265.442782 Eh

Entry 4:
Density functional theory data (ωB97M-V/def2-TZVPD) for a molecular structure, C24H43ClP2Tc.

XYZ file:
```
71
Properties=species:S:1:pos:R:3
Tc 1.01 -1.24 0.55
C -1.11 -2.88 2.15
C -0.42 -3.34 1.01
C 1.13 -2.90 2.71
C -0.16 -2.63 3.20
C 1.03 -3.27 1.28
C -2.58 -2.69 2.27
H -3.11 -3.37 1.59
H -2.88 -1.66 2.03
H -2.91 -2.91 3.29
C -0.49 -2.25 4.59
H -1.52 -1.88 4.67
H 0.19 -1.46 4.96
H -0.38 -3.11 5.27
C 2.33 -3.07 3.56
H 2.28 -4.01 4.12
H 2.43 -2.25 4.28
H 3.24 -3.10 2.95
C 2.03 -4.15 0.61
H 1.74 -5.20 0.73
H 3.03 -4.02 1.04
H 2.08 -3.93 -0.46
C -1.03 -3.99 -0.17
H -1.09 -5.08 -0.03
H -0.43 -3.82 -1.08
H -2.05 -3.63 -0.36
C -1.39 5.24 -1.32
C -2.66 5.17 -2.01
C -3.16 3.98 -2.68
C -2.69 2.62 -2.05
C -1.32 2.64 -1.56
C -0.63 3.87 -1.17
C 0.47 4.40 -2.13
C -0.18 5.78 -2.14
H -2.88 3.97 -3.75
H -2.83 1.81 -2.79
H -4.27 4.00 -2.66
H -0.42 6.15 -3.14
H -1.46 5.78 -0.35
H -3.22 6.09 -2.13
H 0.42 6.51 -1.59
H 1.48 4.36 -1.69
H -0.18 3.80 -0.16
H 0.47 3.90 -3.11
H -3.38 2.36 -1.22
H -0.20 -0.60 1.41
P -0.49 1.03 -0.67
C -1.64 -0.24 -1.25
C -0.84 1.54 1.03
P 1.84 -0.73 -1.25
C 1.09 0.99 -1.55
C 1.33 -1.66 -2.74
C 3.60 -0.42 -1.61
H -1.49 -0.40 -2.33
H -2.66 0.12 -1.09
H -1.51 -1.20 -0.72
H -1.29 2.54 1.01
H 0.06 1.55 1.65
H -1.59 0.87 1.48
H 3.70 0.00 -2.62
H 4.13 -1.37 -1.54
H 4.01 0.29 -0.88
H 1.77 1.77 -1.17
H 0.94 1.14 -2.63
H 2.14 -2.36 -2.99
H 1.17 -0.98 -3.58
H 0.42 -2.24 -2.56
Cl 2.00 0.35 3.14
C 2.56 -0.27 1.55
H 2.97 0.63 1.04
H 3.40 -0.95 1.76
```

## Properties
Spin multiplicity: 4
Energy above the lowest of the compared OMol25 structures with the same formula, charge and spin: 3.209 eV
Charge: +2

Going through the records in order, we get largest force on an atom values of 6.8; 6.1; 0.4; 9.4 eV/Å.